{
  "formula": "C10H8IN2OP",
  "method": "ωB97M-V/def2-TZVPD",
  "elements": ["C", "C", "C", "C", "C", "C", "C", "C", "C", "C", "N", "N", "O", "P", "I", "H", "H", "H", "H", "H", "H", "H", "H"],
  "coordinates": [[-1.897074, -2.692844, 0.309221], [1.265829, 2.446044, -1.216063], [-1.694146, -2.810209, -1.053028], [1.041364, 3.455623, -0.294384], [-0.922846, -2.042601, 1.067270], [1.409784, 1.145825, -0.798246], [-0.561205, -2.306109, -1.668626], [1.089375, 3.149227, 1.067813], [0.224031, -1.517203, 0.362030], [1.397763, 0.966100, 0.578715], [0.365138, -1.663136, -0.968659], [1.256359, 1.887599, 1.460004], [1.209451, -0.711096, 2.824466], [1.433158, -0.669690, 1.418118], [-3.762032, 0.693853, 1.174522], [-2.763243, -3.083555, 0.602517], [1.265214, 2.508956, -2.289451], [-2.399819, -3.349487, -1.685613], [0.941254, 4.461635, -0.738728], [-0.919747, -1.808211, 2.063763], [1.713026, 0.202125, -1.281895], [-0.519596, -2.172452, -2.730639], [0.827956, 3.909606, 1.796903]],
  "forces_ev_per_a": [[3.5657, 1.5540, -1.3699], [-0.2024, -1.3990, -0.7798], [0.0717, -0.6795, -0.9274], [0.4470, 0.8034, -0.5804], [1.2291, 0.3135, -3.4566], [1.2261, -1.2044, 1.3176], [-0.5486, 1.1656, 1.1924], [-0.8104, 0.2178, -1.2547], [-2.1434, -1.8823, 0.2149], [0.1431, -1.4485, 0.0507], [0.8826, 0.4524, 0.7386], [-0.2908, 2.2144, 1.9031], [-0.9294, -0.1840, 3.8858], [1.2079, 0.1810, -5.1546], [0.0900, -0.0618, -0.0230], [-3.2865, -1.3692, 2.0717], [0.0332, 1.0442, -0.2788], [-0.0715, 0.2436, 0.2948], [-0.1527, -0.4296, 0.8677], [-0.5740, 0.0824, 2.5149], [-0.6506, 1.1086, -0.8742], [0.3400, -0.5679, -0.5256], [0.4239, -0.1546, 0.1725]],
  "total_energy_ha": -1209.56977,
  "de_lowest_kcal_mol": 32.3,
  "orbital_gap_ev": [8.254, 4.616]
}

=====

{
  "formula": "C10H8INO2",
  "method": "ωB97M-V/def2-TZVPD",
  "elements": ["C", "C", "C", "C", "C", "C", "C", "C", "C", "C", "N", "O", "O", "I", "H", "H", "H", "H", "H", "H", "H", "H"],
  "coordinates": [[3.188169, -2.303846, -0.256729], [2.066684, -3.187743, -0.413364], [3.022013, -1.021305, 0.247062], [0.810945, -2.771835, -0.022380], [1.765839, -0.625506, 0.659567], [0.651083, -1.411590, 0.364280], [-0.589436, -0.843058, 0.631100], [-2.770295, 1.869137, 0.033571], [-2.720037, 0.462791, 0.044702], [-1.494149, 3.770120, -0.187666], [-1.566917, -0.215822, 0.318593], [-3.730093, 2.563494, -0.173756], [-1.469502, 2.325189, -0.067518], [-4.360815, -0.840489, 0.099864], [4.075194, -2.618364, -0.680671], [2.051992, -3.993883, -1.103680], [3.898839, -0.374078, 0.314812], [-0.010541, -3.438748, -0.140117], [1.527056, 0.391785, 1.000246], [-2.386294, 4.064166, -0.689009], [-0.616069, 3.915910, -0.810281], [-1.343666, 4.283671, 0.831365]],
  "forces_ev_per_a": [[-2.9183, -0.5129, -0.2063], [0.5152, 2.3013, 0.2255], [0.6830, -0.7460, 0.3729], [0.4845, 1.4376, -0.1913], [-0.7155, 1.2322, -0.7733], [1.2889, -2.0294, 0.9391], [-4.4057, 2.7220, -0.9092], [1.1332, 0.0669, -1.7911], [1.1613, -3.5482, 1.2708], [2.0647, -0.1823, 1.1461], [1.2940, -0.5178, 0.4745], [-0.6291, -0.0064, 0.7583], [-1.2070, 1.2292, 0.9419], [0.0384, 0.5152, -0.1069], [1.9203, -0.4378, -0.5866], [0.7277, -1.1901, 0.1334], [-0.4172, -0.0664, 0.1274], [-0.6874, -0.1168, -0.1695], [0.5425, -0.4373, -0.0245], [-0.4850, 0.4710, -0.1425], [0.0353, 0.6443, 0.0319], [-0.4235, -0.8283, -1.5208]],
  "total_energy_ha": -888.67793,
  "de_lowest_kcal_mol": 40.4,
  "orbital_gap_ev": [7.045, 7.047]
}

=====

{
  "formula": "C10H8N2",
  "method": "ωB97M-V/def2-TZVPD",
  "elements": ["C", "C", "N", "C", "C", "C", "C", "C", "C", "N", "C", "C", "H", "H", "H", "H", "H", "H", "H", "H"],
  "coordinates": [[2.040546, -2.206574, -0.575794], [1.914330, -2.793611, 0.736510], [1.054142, -2.311644, 1.683480], [0.186584, -1.264957, 1.454655], [0.475910, -0.493173, 0.234064], [-0.381869, 0.718196, -0.003510], [-1.021066, 0.880392, -1.169233], [-1.844965, 1.970529, -1.268562], [-1.895279, 2.913059, -0.251355], [-1.235341, 2.707381, 0.940257], [-0.490699, 1.652103, 0.998783], [1.291141, -1.082892, -0.746035], [2.719738, -2.727027, -1.351131], [2.659419, -3.563918, 1.111334], [-0.477674, -0.873318, 2.162911], [-1.173085, -0.062883, -1.760077], [-2.516517, 2.020971, -2.187776], [-2.631311, 3.817519, -0.277154], [0.038496, 1.170808, 1.921626], [1.287500, -0.470960, -1.652991]],
  "forces_ev_per_a": [[0.7890, -2.4720, 1.3294], [0.0373, 1.3009, 0.4326], [-0.7826, -0.0779, -0.4279], [5.1700, -0.2801, -4.2986], [-2.1654, -1.9800, 2.2193], [2.7313, -1.5930, 0.2674], [-1.6700, -1.9276, -1.0255], [-1.6837, 1.1343, -2.0712], [-0.8635, 0.7705, 1.1858], [-1.1431, 1.5119, -1.0220], [1.3651, -2.3423, 1.9902], [-0.7837, 2.2288, -0.7244], [-1.2886, 1.2808, 1.2903], [-1.2909, 0.8100, -0.6301], [-0.8742, -0.1591, 1.2041], [0.4574, 1.4456, -0.1600], [0.9117, 0.3520, 1.4314], [1.6366, -1.7604, -0.0324], [-0.9890, 2.2763, -0.8576], [0.4365, -0.5187, -0.1009]],
  "total_energy_ha": -495.30618,
  "de_lowest_kcal_mol": 39.5,
  "orbital_gap_ev": 9.352,
  "smiles": "c1cncc(-c2cccnc2)c1"
}

=====

{
  "formula": "C10H8N3O6Os",
  "method": "ωB97M-V/def2-TZVPD",
  "elements": ["O", "C", "Os", "O", "C", "C", "O", "C", "O", "C", "O", "H", "C", "N", "C", "C", "C", "N", "C", "O", "N", "H", "H", "H", "H", "H", "H", "H"],
  "coordinates": [[-0.320164, 3.798872, -5.023801], [0.031383, 3.707905, -3.915571], [-0.134638, 0.589474, -1.803756], [0.009506, 3.192519, -0.243872], [-0.013126, 2.199541, -0.847307], [-1.211863, -1.063705, -1.427971], [-1.753688, -2.088057, -1.309785], [1.728755, 0.708435, -2.455562], [2.864499, 0.662171, -2.675568], [-1.634338, 1.314434, -2.752837], [-2.657940, 1.657796, -3.183967], [0.686091, 3.358785, -2.854286], [2.075294, -2.725159, 1.859125], [1.020383, -1.736537, 1.843919], [0.075654, -1.679260, 2.845351], [-0.930968, -0.772684, 2.712159], [-1.023264, -0.002954, 1.519069], [-0.104110, -0.099505, 0.566097], [0.869035, -1.043453, 0.649471], [1.604332, -1.271823, -0.339789], [-2.143554, 0.770818, 1.312031], [2.110857, -3.281402, 2.796025], [3.053279, -2.263543, 1.719034], [1.985869, -3.458313, 1.053880], [0.227336, -2.357301, 3.697971], [-1.699919, -0.671838, 3.483201], [-2.685900, 1.006709, 2.124926], [-2.028797, 1.548077, 0.651813]],
  "forces_ev_per_a": [[1.7902, -0.3097, 7.0011], [0.4114, -0.4204, -4.6433], [0.4741, -1.7469, -1.6260], [-0.1638, -2.1183, -1.6786], [0.7303, 4.4961, 3.3948], [-2.6765, -5.1890, -0.1247], [1.9281, 3.9709, -0.3393], [5.2458, -0.3406, -0.7541], [-3.8323, 0.3219, 0.4788], [-5.4908, 1.2540, -2.2202], [3.5914, -0.8200, 1.2354], [-2.1387, 1.2241, -2.8072], [1.1923, -1.0011, 0.5469], [-1.0860, -1.5368, 1.6724], [2.4725, -0.6219, -1.0240], [-1.2532, -0.0536, 1.0150], [-1.4703, 1.5951, -1.4816], [-0.6924, -0.0026, 1.6052], [1.4317, 0.7575, -2.8192], [-1.5428, 0.2705, 2.6139], [2.5506, -0.2620, 0.1472], [-0.2996, 0.2782, 0.0652], [-0.0705, 0.3107, -0.0540], [-0.3670, 0.2230, -0.1692], [-0.1414, 0.4137, -0.3713], [0.2654, -0.1106, -0.1623], [-0.4610, 0.0007, 0.2426], [-0.3974, -0.5830, 0.2567]],
  "total_energy_ha": -1090.92316,
  "total_charge": 3,
  "de_lowest_kcal_mol": 6.8,
  "orbital_gap_ev": [5.122, 6.063],
  "spin_multiplicity": 5
}

=====

{
  "formula": "C10H8N4O3S",
  "method": "ωB97M-V/def2-TZVPD",
  "elements": ["O", "C", "C", "S", "C", "N", "C", "N", "N", "C", "C", "C", "C", "C", "N", "O", "O", "C", "H", "H", "H", "H", "H", "H", "H", "H"],
  "coordinates": [[-0.337798, -3.480540, -0.143337], [0.178723, -2.397281, -0.230696], [1.667670, -2.196119, -0.038573], [1.904188, -1.253185, 1.512406], [2.219059, 0.317319, 0.850535], [2.381082, 0.624979, -0.420543], [2.609591, 1.955506, -0.392278], [2.597229, 2.476694, 0.806405], [2.344398, 1.429595, 1.606777], [-0.606295, -1.146291, -0.441839], [-0.236833, -0.183783, -1.379696], [-0.992369, 0.967609, -1.535814], [-2.115058, 1.177876, -0.757037], [-2.487239, 0.207262, 0.165470], [-3.664955, 0.416750, 0.979023], [-3.896769, -0.393187, 1.848088], [-4.340814, 1.393267, 0.740479], [-1.752829, -0.958265, 0.321208], [2.167709, -3.155748, 0.085679], [2.127838, -1.601324, -0.825122], [2.786595, 2.527445, -1.278564], [2.290088, 1.532728, 2.607224], [0.631341, -0.335531, -2.000674], [-0.697544, 1.705833, -2.264868], [-2.711201, 2.072715, -0.850912], [-2.065805, -1.704313, 1.036667]],
  "forces_ev_per_a": [[-0.0434, -0.0924, 0.0785], [0.2342, 0.1519, -0.1078], [0.1084, -0.0370, 0.3458], [0.0256, -0.4547, 0.0706], [0.0694, 0.3029, -0.1694], [0.0819, -0.5450, 0.1544], [-0.0272, -0.0171, 0.4513], [0.1804, 0.9995, 0.0580], [-0.0968, -0.6495, -0.3789], [-0.4783, 0.2439, -0.1418], [-0.1086, -0.2156, 0.0685], [-0.0503, -0.0609, 0.0339], [-0.1716, -0.0316, 0.1450], [0.9858, -0.2299, -0.6600], [-0.2565, 0.0717, 0.2039], [-0.1367, -0.2104, 0.2622], [-0.2456, 0.2607, -0.0100], [-0.1440, 0.1196, 0.0513], [-0.0482, 0.0734, -0.0639], [0.0093, -0.0669, -0.0623], [0.0574, 0.2598, -0.1597], [-0.0132, 0.0477, -0.1110], [0.0764, 0.0051, 0.0085], [0.0017, 0.0751, -0.0687], [-0.0065, 0.0160, -0.0093], [-0.0036, -0.0164, 0.0109]],
  "total_energy_ha": -1228.71048,
  "de_lowest_kcal_mol": 0.0,
  "orbital_gap_ev": 8.660,
  "smiles": "O=C(CSc1ncn[nH]1)c1cccc([N+](=O)[O-])c1"
}

=====

{
  "formula": "C10H8NO3",
  "method": "ωB97M-V/def2-TZVPD",
  "elements": ["C", "C", "C", "C", "C", "C", "C", "C", "C", "C", "N", "O", "O", "O", "H", "H", "H", "H", "H", "H", "H", "H"],
  "coordinates": [[-0.332568, 0.510853, 2.159135], [-2.322691, 0.166889, 0.405031], [-2.950994, 0.483182, -0.841797], [-0.176687, 1.489263, 1.268683], [-3.473193, -0.565733, 0.885254], [-4.203901, -0.117713, -0.346697], [0.366123, -0.963824, -0.340976], [-1.029593, 0.346213, 0.865826], [0.483038, 2.776602, 0.901334], [-0.486398, -2.051238, -1.041746], [1.511399, -0.767996, 0.030050], [-2.562114, 1.081371, -1.862916], [-3.673215, -1.236745, 1.900966], [-5.376014, -0.152591, -0.749110], [-0.126968, 0.145082, 3.060945], [0.946948, 3.380308, 1.721964], [-0.396090, 3.342446, 0.494855], [1.265620, 2.550687, 0.152600], [-1.020087, -2.516994, -0.285168], [0.058037, -2.886795, -1.650939], [-1.092355, -1.411578, -1.827142], [2.162145, -1.477765, -0.293292]],
  "forces_ev_per_a": [[-1.1536, 2.6958, -4.8700], [-1.8053, -0.6745, -0.7111], [1.8543, 1.6027, -1.0480], [0.2492, -1.5583, 1.7216], [1.1248, -0.3099, 1.4787], [-3.8288, -0.4521, -1.0616], [-4.8246, 0.0711, 0.9840], [4.5389, -0.2796, -0.2423], [-0.9999, 0.1703, -0.1799], [2.3371, 2.0496, -3.6612], [1.6711, 0.2550, 0.2717], [-0.6550, -0.7272, 0.7198], [-0.3943, 0.2560, -0.7116], [2.0022, -0.0450, 0.6984], [0.7248, -1.4772, 3.3386], [-0.5029, -0.8816, -0.3829], [1.2370, 0.0705, -0.1877], [-0.6156, 0.3418, 0.0635], [-1.6065, -0.6342, 1.2035], [-0.4319, 1.4359, 1.0226], [0.6003, -1.6086, 1.7681], [0.4785, -0.3007, -0.2142]],
  "total_energy_ha": -666.17573,
  "total_charge": -1,
  "de_lowest_kcal_mol": 127.5,
  "orbital_gap_ev": [6.906, 6.907]
}

=====

{
  "formula": "C10H8NOS3",
  "method": "ωB97M-V/def2-TZVPD",
  "elements": ["O", "S", "S", "C", "C", "C", "C", "C", "N", "C", "C", "C", "C", "C", "S", "H", "H", "H", "H", "H", "H", "H", "H"],
  "coordinates": [[4.787237, -1.235528, 3.584055], [4.532681, -2.682201, 3.677668], [2.531086, -3.133196, 2.467192], [1.682069, -1.711682, 1.767947], [2.072990, -0.389228, 1.932247], [1.296232, 0.474651, 1.120443], [0.359762, -0.259895, 0.446152], [-0.685725, 0.369352, -0.411582], [-0.652942, 1.661246, -0.501112], [-1.550826, 2.289065, -1.515317], [-1.897636, 1.279841, -2.632689], [-2.460170, 0.018993, -2.038587], [-1.853433, -0.354638, -0.928514], [0.485690, -1.624808, 0.845566], [-0.348283, -3.025866, 0.379496], [2.918296, -0.023206, 2.609091], [1.195094, 1.515311, 0.945937], [-0.896210, 3.111728, -1.759666], [-2.421645, 2.652623, -0.871062], [-0.979655, 0.943250, -3.234532], [-2.534669, 1.911473, -3.375843], [-3.378623, -0.560009, -2.187447], [-2.201321, -1.227276, -0.319440]],
  "forces_ev_per_a": [[0.6626, 0.3900, 0.3674], [-2.7493, -0.0093, -1.7953], [0.3787, 0.3570, 0.3541], [0.1420, 1.3256, 0.0817], [2.1077, 1.1229, 1.4632], [-0.1944, -0.6610, 0.0588], [-1.4828, -0.9070, -0.3576], [0.5396, 0.8184, 1.3838], [0.1246, -0.6611, -0.7839], [0.4567, -1.5504, 2.3866], [-0.2777, 1.6382, -2.3698], [-0.9620, 0.2754, 0.9385], [0.3997, -1.7044, 1.1082], [0.8238, -2.1685, -0.0281], [0.0919, 0.3281, 0.0887], [-1.3145, -0.7193, -1.1494], [0.8608, 1.0084, 0.5023], [-0.5136, 0.5370, -0.9930], [0.5404, -0.2767, -1.3713], [-0.8872, 0.9137, 0.9043], [0.6266, -1.6314, 0.9919], [0.1724, 0.7288, -1.0234], [0.4540, 0.8456, -0.7577]],
  "total_energy_ha": -1710.32502,
  "total_charge": -1,
  "de_lowest_kcal_mol": 0.0,
  "orbital_gap_ev": [4.508, 6.200],
  "smiles": "[O-]SSC1=CC=C(C2=NCCC=C2)C1=S"
}

=====

{
  "formula": "C10H8O2",
  "method": "ωB97M-V/def2-TZVPD",
  "elements": ["C", "C", "C", "C", "C", "C", "C", "C", "C", "C", "H", "H", "H", "H", "H", "H", "H", "H", "O", "O"],
  "coordinates": [[1.144174, 1.630496, -1.306490], [0.814932, 2.205478, -0.027015], [0.105062, 1.420273, 0.825798], [-0.342558, 0.111766, 0.512624], [-0.866584, -0.749624, 1.511965], [-1.315951, -1.964136, 1.171811], [-1.244061, -2.455446, -0.141217], [-0.693915, -1.675915, -1.131485], [-0.193031, -0.355631, -0.778938], [0.718722, 0.400747, -1.638349], [2.793812, 2.784309, -1.727838], [1.322360, 3.178657, 0.189156], [-0.157759, 1.807787, 1.765880], [0.016703, -0.094295, 3.152708], [-1.753840, -2.522455, 2.029779], [-1.674859, -3.486400, -0.251269], [-0.440683, -2.074193, -2.120360], [1.017713, -0.120810, -2.537216], [1.859984, 2.225649, -2.295095], [-1.110222, -0.266254, 2.795551]],
  "forces_ev_per_a": [[-0.1909, -0.1910, 0.3068], [1.2409, 0.0406, -1.3514], [0.3315, 0.3677, -0.2768], [-0.0848, 0.5798, 0.6948], [-0.9062, 1.4613, -0.1977], [-0.8120, -1.1550, 1.4410], [-0.5486, -0.8098, -0.1982], [0.9119, 0.3855, 0.3291], [1.4096, -0.9868, -1.3462], [-2.2858, -2.1968, 0.5405], [-4.3535, -2.4268, -2.8175], [-1.0249, -0.7912, 0.1896], [-0.1659, 0.4005, 1.2333], [-5.3170, -0.5431, -1.1926], [0.2818, 0.0740, -1.0154], [0.7121, 1.1356, -0.5005], [-0.4479, 0.1921, 0.3126], [0.0960, 0.4658, -0.2690], [5.1093, 3.5651, 2.9071], [6.0445, 0.4326, 1.2106]],
  "total_energy_ha": -536.25493,
  "de_lowest_kcal_mol": 64.6,
  "orbital_gap_ev": 8.429
}

=====

no.,molar mass (u)
1,330.06
2,301.08
3,156.19
4,456.42
5,264.27
6,190.18
7,254.38
8,160.17